Record 1
Entry from the Open Molecules 2025 dataset: 11 unconnected molecules or ions with the total composition C29H49Br20IO3 in a non-equilibrium geometry (ωB97M-V/def2-TZVPD).

CARTESIAN COORDINATES (ANGSTROEM)
C -2.886 -2.367 -0.832
C -2.845 -1.116 -1.697
I -4.657 -1.098 -2.908
C -2.877 0.190 -0.909
C -1.719 0.411 0.029
C -1.882 1.210 1.097
O -3.080 1.810 1.366
C -0.787 1.535 2.060
O -0.960 2.336 2.959
C 0.515 0.868 1.866
C 0.694 0.071 0.813
C -0.375 -0.174 -0.188
O -0.093 -0.842 -1.175
H -3.243 -3.212 -1.408
H -1.884 -2.606 -0.484
H -3.586 -2.216 -0.012
H -2.025 -1.162 -2.395
H -3.815 0.221 -0.369
H -2.898 1.015 -1.618
H -3.543 1.280 2.020
H 1.285 1.062 2.594
H 1.659 -0.418 0.688
Br 5.003 1.150 -0.894
C 5.485 -0.053 0.556
C 5.215 -1.482 0.173
Br 3.314 -1.884 0.224
H 4.927 0.270 1.429
H 6.547 0.100 0.730
H 5.680 -2.164 0.882
H 5.553 -1.722 -0.831
Br 6.856 -0.673 -6.901
C 5.494 0.051 -5.714
C 5.786 -0.256 -4.272
Br 5.376 -2.108 -3.829
H 4.543 -0.353 -6.045
H 5.510 1.126 -5.877
H 5.151 0.340 -3.623
H 6.826 -0.094 -4.009
Br 4.009 -5.478 -0.900
C 3.384 -5.461 -2.742
C 1.979 -4.930 -2.842
Br 0.668 -6.249 -2.263
H 3.484 -6.473 -3.119
H 4.072 -4.808 -3.275
H 1.728 -4.711 -3.877
H 1.822 -4.043 -2.236
Br -4.083 4.923 0.525
C -2.601 4.802 1.783
C -2.218 6.151 2.322
Br -1.210 7.187 1.014
H -1.788 4.309 1.262
H -2.953 4.156 2.582
H -1.555 6.043 3.178
H -3.073 6.755 2.606
Br 2.365 -6.149 2.635
C 1.782 -7.444 1.304
C 1.400 -8.753 1.937
Br 2.966 -9.790 2.462
H 2.588 -7.539 0.584
H 0.921 -6.990 0.820
H 0.868 -9.380 1.224
H 0.798 -8.629 2.831
Br 5.226 5.481 -6.371
C 3.861 4.101 -6.495
C 2.973 4.085 -5.279
Br 3.858 3.269 -3.748
H 4.379 3.161 -6.649
H 3.283 4.346 -7.383
H 2.092 3.474 -5.460
H 2.667 5.078 -4.969
Br -3.272 4.625 -5.746
C -4.713 5.241 -4.591
C -4.519 4.785 -3.170
Br -4.962 2.902 -2.953
H -5.639 4.880 -5.025
H -4.683 6.326 -4.649
H -5.194 5.318 -2.505
H -3.500 4.910 -2.821
Br -7.760 -0.040 3.527
C -6.955 1.465 4.457
C -5.517 1.656 4.057
Br -4.357 0.332 4.900
H -7.072 1.280 5.519
H -7.546 2.332 4.171
H -5.149 2.620 4.400
H -5.376 1.576 2.985
Br -1.274 -8.535 4.457
C -0.483 -10.234 4.988
C -1.146 -11.397 4.300
Br -2.881 -11.802 5.081
H -0.554 -10.288 6.069
H 0.565 -10.169 4.697
H -0.554 -12.300 4.428
H -1.311 -11.219 3.242
Br -1.812 8.908 5.060
C -0.133 8.938 4.073
C 0.846 9.911 4.673
Br 0.393 11.750 4.227
H -0.379 9.164 3.043
H 0.253 7.922 4.136
H 1.839 9.751 4.261
H 0.888 9.852 5.756

The electronic energy comes out at -1445961.173 eV. The HOMO energy comes out at -0.340 Eh. As for the structure (SMILES): C[C@@H](I)CC1=C(O)C(=O)C=CC1=O.BrCCBr.BrCCBr.BrCCBr.BrCCBr.BrCCBr.BrCCBr.BrCCBr.BrCCBr.BrCCBr.BrCCBr.

Results of the Mulliken charge analysis, in e, for atoms 1 through 8: atom 1 (C): -1.12, atom 2 (C): -0.36, atom 3 (I): 0.00, atom 4 (C): -0.66, atom 5 (C): 0.28, atom 6 (C): 0.36, atom 7 (O): -0.28, atom 8 (C): 0.57

Record 2
Entry from the Open Molecules 2025 dataset: 2 unconnected molecules or ions with the total composition C3H5IS in a non-equilibrium geometry (ωB97M-V/def2-TZVPD).

CARTESIAN COORDINATES (ANGSTROEM)
C -0.601 0.830 -0.567
C -1.606 0.152 -0.095
C 1.262 -0.553 -0.292
S 1.401 -0.717 1.522
I -3.604 0.779 -0.291
H -0.433 1.853 -0.957
H -1.584 -0.736 0.357
H 0.608 -1.393 -0.511
H 2.247 -0.347 -0.684
H 2.310 0.132 1.517

The electronic energy comes out at -22123.402 eV. The HOMO energy (spin up / spin down) comes out at -0.305 / -0.305 Eh.

Results of the Mulliken charge analysis, in e, for atoms 1 through 8: atom 1 (C): -0.16, atom 2 (C): -0.54, atom 3 (C): -0.71, atom 4 (S): -0.08, atom 5 (I): 0.00, atom 6 (H): 0.31, atom 7 (H): 0.43, atom 8 (H): 0.29

Record 3
Entry from the Open Molecules 2025 dataset: 16 unconnected molecules or ions with the total composition C89H184F12N17O33S12 in a non-equilibrium geometry (ωB97M-V/def2-TZVPD).

CARTESIAN COORDINATES (ANGSTROEM)
C -22.866 3.854 7.981
N -23.298 5.070 8.759
C -24.013 4.853 9.901
C -24.644 5.931 10.594
C -24.534 7.199 10.055
C -23.761 7.386 8.907
C -23.173 6.318 8.214
C -25.277 8.350 10.697
C -26.616 8.124 11.106
C -27.386 9.134 11.660
N -26.874 10.411 11.632
C -25.580 10.678 11.289
C -24.764 9.644 10.830
C -27.668 11.500 12.217
H -22.649 2.973 8.584
H -21.963 4.173 7.460
H -23.738 3.714 7.342
H -24.188 3.825 10.184
H -25.170 5.820 11.531
H -23.746 8.378 8.482
H -22.751 6.506 7.238
H -27.135 7.190 11.264
H -28.454 9.057 11.800
H -25.172 11.643 11.551
H -23.760 9.883 10.510
H -28.621 11.498 11.688
H -27.103 12.427 12.122
H -27.777 11.290 13.281
C -38.213 16.357 16.846
C -37.034 15.907 17.729
C -36.376 17.060 18.592
C -37.242 17.486 19.740
C -37.438 16.246 20.656
C -38.075 15.068 19.987
N -37.486 14.800 18.600
O -37.681 13.516 18.014
C -39.607 15.287 19.857
C -37.838 13.816 20.864
C -35.874 15.487 16.819
H -38.575 15.624 16.125
H -37.940 17.171 16.175
H -39.078 16.854 17.287
H -36.211 17.910 17.929
H -35.400 16.796 19.000
H -38.188 17.889 19.377
H -36.801 18.300 20.315
H -37.869 16.590 21.596
H -36.444 15.917 20.958
H -40.122 15.400 20.811
H -40.075 14.536 19.220
H -39.867 16.185 19.296
H -38.159 12.910 20.349
H -38.253 13.930 21.865
H -36.782 13.667 21.087
H -36.320 14.823 16.079
H -35.032 14.998 17.309
H -35.426 16.305 16.254
C -36.593 9.797 12.740
C -35.770 10.467 13.916
C -36.715 11.264 14.841
C -37.632 10.350 15.739
C -36.781 9.475 16.625
C -35.810 8.561 15.891
N -35.130 9.332 14.708
O -34.058 8.698 14.151
C -36.614 7.392 15.278
C -34.712 8.156 16.860
C -34.622 11.330 13.289
H -37.190 8.925 13.006
H -35.924 9.491 11.937
H -37.390 10.414 12.323
H -37.278 12.001 14.268
H -36.130 11.939 15.466
H -38.309 9.756 15.125
H -38.271 10.947 16.390
H -37.386 8.921 17.343
H -36.174 9.989 17.370
H -36.824 6.703 16.096
H -36.047 6.791 14.567
H -37.569 7.538 14.772
H -34.171 9.039 17.200
H -34.110 7.366 16.412
H -35.096 7.586 17.705
H -34.050 11.935 13.993
H -34.985 12.195 12.734
H -33.924 10.834 12.615
C -30.283 7.064 21.315
C -30.097 7.352 19.750
C -29.751 8.863 19.612
C -28.281 9.209 19.910
C -27.367 8.305 19.064
C -27.517 6.753 19.315
N -29.005 6.418 19.238
O -29.324 5.169 18.726
C -26.974 6.243 20.654
C -26.782 5.992 18.150
C -31.452 7.218 19.042
H -31.005 7.755 21.751
H -29.378 7.117 21.921
H -30.735 6.095 21.528
H -30.458 9.282 20.328
H -30.058 9.366 18.695
H -28.138 9.100 20.985
H -28.161 10.281 19.752
H -26.311 8.510 19.240
H -27.539 8.597 18.028
H -27.037 5.222 21.032
H -27.242 6.949 21.439
H -25.885 6.297 20.635
H -26.712 4.915 18.304
H -25.755 6.352 18.214
H -27.329 6.044 17.209
H -31.408 7.545 18.004
H -32.229 7.849 19.473
H -31.904 6.226 19.021
C -33.669 18.889 19.951
C -32.183 18.963 20.427
C -32.075 19.914 21.613
C -30.741 19.833 22.338
C -30.517 18.440 22.889
C -30.404 17.389 21.730
N -31.611 17.618 20.791
O -31.765 16.613 19.843
C -30.716 16.039 22.432
C -28.994 17.450 21.075
C -31.439 19.524 19.252
H -33.706 18.150 19.151
H -33.994 19.873 19.611
H -34.366 18.501 20.693
H -32.944 19.786 22.258
H -32.190 20.911 21.190
H -30.646 20.598 23.109
H -29.927 20.093 21.662
H -31.311 18.225 23.604
H -29.581 18.470 23.446
H -30.632 15.148 21.809
H -31.789 15.978 22.612
H -30.191 15.832 23.364
H -29.003 18.271 20.358
H -28.871 16.564 20.453
H -28.285 17.496 21.902
H -31.589 18.827 18.428
H -30.370 19.726 19.320
H -31.966 20.435 18.968
C -28.090 16.667 6.807
C -28.963 17.724 7.474
C -30.346 17.471 6.796
C -31.596 17.990 7.548
C -31.605 17.577 8.959
C -30.338 17.800 9.838
N -29.052 17.513 9.026
O -27.828 17.741 9.724
C -30.406 16.987 11.127
C -30.244 19.278 10.312
C -28.608 19.157 7.200
H -27.035 16.787 7.055
H -28.074 16.524 5.726
H -28.463 15.672 7.049
H -30.490 16.421 6.544
H -30.319 17.945 5.815
H -32.573 17.715 7.150
H -31.608 19.080 7.568
H -31.908 16.530 8.938
H -32.470 17.971 9.493
H -30.158 15.942 10.942
H -31.373 16.796 11.593
H -29.735 17.349 11.905
H -31.001 19.555 11.046
H -30.419 20.004 9.518
H -29.244 19.532 10.664
H -28.514 19.459 6.157
H -27.620 19.336 7.624
H -29.320 19.864 7.626
C -23.669 14.010 23.159
C -23.705 14.951 21.877
N -24.384 14.391 20.564
C -23.489 13.296 19.891
C -25.756 13.666 20.960
C -26.584 13.116 19.854
C -24.704 15.575 19.517
C -23.543 16.628 19.328
O -22.485 15.915 18.754
C -21.267 16.742 18.688
H -24.684 14.001 23.557
H -23.027 14.458 23.917
H -23.360 12.971 23.040
H -22.689 15.235 21.604
H -24.290 15.840 22.114
H -23.494 12.477 20.609
H -22.465 13.667 19.856
H -23.822 12.980 18.902
H -26.228 14.350 21.665
H -25.595 12.842 21.656
H -27.624 12.936 20.124
H -26.040 12.208 19.595
H -26.632 13.651 18.906
H -25.524 16.129 19.972
H -24.974 14.999 18.632
H -23.208 17.038 20.281
H -23.895 17.464 18.723
H -20.411 16.204 18.283
H -21.009 16.891 19.736
H -21.391 17.721 18.225
C -39.575 18.262 8.852
C -38.068 17.803 8.618
N -37.299 17.447 9.932
C -38.031 16.183 10.517
C -35.961 16.852 9.500
C -35.046 16.527 10.736
C -37.220 18.682 10.943
C -36.369 19.852 10.457
O -35.098 19.400 10.052
C -34.431 20.176 9.062
H -39.989 18.452 7.861
H -39.699 19.246 9.303
H -40.245 17.626 9.430
H -37.451 18.554 8.123
H -38.059 16.886 8.028
H -38.931 16.548 11.011
H -37.361 15.621 11.168
H -38.414 15.553 9.714
H -35.427 17.533 8.838
H -36.110 15.986 8.855
H -35.521 16.723 11.697
H -34.215 17.232 10.712
H -34.622 15.523 10.744
H -36.929 18.315 11.928
H -38.262 18.985 11.046
H -36.436 20.746 11.076
H -36.834 20.231 9.546
H -33.358 20.156 9.255
H -34.786 21.184 8.846
H -34.501 19.520 8.194
C -20.265 15.054 12.225
C -21.193 14.983 13.448
N -21.136 13.668 14.283
C -21.903 12.626 13.502
C -19.671 13.199 14.700
C -19.633 11.716 15.281
C -21.870 13.918 15.651
C -23.505 13.963 15.627
O -24.118 14.418 14.479
C -25.438 13.885 14.334
H -20.624 15.796 11.512
H -20.394 14.172 11.599
H -19.255 15.339 12.519
H -22.200 15.096 13.046
H -20.910 15.755 14.163
H -22.008 11.729 14.112
H -21.251 12.466 12.644
H -22.747 13.055 12.962
H -19.321 13.943 15.416
H -19.043 13.081 13.816
H -19.974 11.001 14.532
H -20.190 11.491 16.191
H -18.585 11.491 15.477
H -21.374 14.764 16.127
H -21.690 12.996 16.205
H -23.810 14.690 16.380
H -23.845 12.992 15.988
H -25.910 14.305 13.446
H -26.029 14.272 15.165
H -25.583 12.811 14.221
C -29.822 13.831 13.864
C -30.228 14.917 14.844
N -31.392 14.449 15.871
C -31.767 15.615 16.842
C -32.664 14.149 15.031
C -32.944 15.247 13.940
C -31.126 13.131 16.699
C -29.971 13.182 17.761
O -28.703 13.521 17.133
C -27.890 12.475 16.696
H -30.636 13.286 13.384
H -29.308 13.012 14.366
H -29.250 14.128 12.985
H -30.440 15.876 14.372
H -29.338 15.130 15.436
H -32.673 15.293 17.355
H -31.856 16.550 16.291
H -30.915 15.615 17.523
H -33.502 13.985 15.708
H -32.347 13.278 14.458
H -32.892 16.269 14.316
H -33.955 15.041 13.587
H -32.300 15.076 13.078
H -30.931 12.244 16.095
H -32.022 12.992 17.304
H -29.971 12.194 18.221
H -30.168 13.919 18.540
H -27.440 11.984 17.559
H -27.152 12.891 16.010
H -28.383 11.692 16.119
N -29.701 8.114 13.566
S -28.795 8.030 14.729
O -29.233 7.194 15.853
O -27.875 9.159 15.027
F -27.702 7.074 14.061
S -30.543 9.374 14.236
O -30.025 10.722 14.173
O -31.468 9.090 15.303
F -31.573 9.465 13.006
N -33.968 13.526 18.769
S -33.608 13.748 20.264
O -32.217 13.818 20.589
O -34.461 13.218 21.324
F -34.131 15.258 20.231
S -34.239 11.887 19.035
O -35.651 11.628 19.237
O -33.200 11.038 19.572
F -34.256 11.464 17.515
N -34.487 21.000 15.007
S -34.742 19.770 15.739
O -33.669 18.777 15.788
O -36.126 19.341 15.943
F -34.443 20.425 17.184
S -33.949 20.286 13.541
O -34.583 19.079 13.036
O -32.500 20.332 13.289
F -34.483 21.440 12.547
N -31.532 12.490 8.748
S -31.826 12.914 10.116
O -32.133 14.340 10.335
O -31.273 12.218 11.278
F -33.328 12.352 10.226
S -29.971 13.075 8.824
O -28.970 12.230 9.419
O -29.752 14.536 8.996
F -29.585 12.837 7.238
N -22.985 10.577 16.575
S -24.363 10.040 16.825
O -25.352 10.826 17.484
O -24.454 8.565 16.913
F -24.858 10.273 15.302
S -22.423 10.073 18.137
O -21.606 8.895 18.282
O -23.220 10.353 19.276
F -21.354 11.246 18.233
N -28.346 19.042 17.863
S -27.075 19.388 18.532
O -26.023 19.882 17.675
O -26.723 18.495 19.648
F -27.465 20.701 19.365
S -27.902 17.490 17.303
O -28.485 16.348 17.961
O -26.520 17.262 16.902
F -28.698 17.585 15.904

The electronic energy comes out at -350730.400 eV. The total charge is +5. The HOMO energy comes out at -0.587 Eh.

Results of the Mulliken charge analysis, in e, for atoms 1 through 8: atom 1 (C): -0.88, atom 2 (N): -0.01, atom 3 (C): -0.31, atom 4 (C): -0.71, atom 5 (C): 0.66, atom 6 (C): -0.61, atom 7 (C): -0.36, atom 8 (C): 0.71

- The highest electronic energy belongs to which entry?
  C3H5IS

- Look up the electronic energy of the second one.
  -22123.402 eV